# 1
{"formula": "C2H8NOP", "method": "ωB97M-V/def2-TZVPD", "smiles": "CN[P@H](C)=O", "homo_lumo_gap_ev": 10.647, "e_above_lowest_ev": 1.441, "species": ["C", "C", "N", "O", "P", "H", "H", "H", "H", "H", "H", "H", "H"], "xyz": [[-0.2995, -1.5576, 1.1062], [0.9412, 1.5236, -0.8067], [0.0839, -0.8464, -0.0962], [-1.0128, 1.2832, 1.0562], [-0.5298, 0.6974, -0.1996], [0.3857, -1.2251, 1.8975], [-1.3662, -1.3973, 1.1557], [-0.0356, -2.7027, 0.8103], [0.8665, 2.2894, -1.6262], [1.3755, 2.0402, 0.0594], [1.4922, 0.6446, -1.1562], [-0.4609, -1.3759, -0.9982], [-1.4403, 0.6266, -1.2023]], "lowdin_charge": [-0.193, -0.203, -0.309, -0.369, 0.490, 0.081, 0.056, 0.123, 0.060, 0.053, 0.028, 0.168, 0.015]}

# 2
{"formula": "C9H10N2O2", "method": "ωB97M-V/def2-TZVPD", "homo_lumo_gap_ev": 8.466, "e_above_lowest_ev": 2.632, "species": ["C", "C", "C", "C", "C", "C", "C", "C", "C", "N", "N", "O", "O", "H", "H", "H", "H", "H", "H", "H", "H", "H", "H"], "xyz": [[-0.3792, -2.7329, -0.0638], [-1.0700, -2.4755, -1.2096], [0.3393, -1.7077, 0.5347], [-1.0733, -1.1892, -1.7569], [0.3437, -0.4042, -0.0066], [-0.3500, -0.1355, -1.1835], [-0.9309, 2.1211, -0.8742], [1.2048, 0.6712, 0.6000], [0.5505, 1.0329, 1.9937], [-0.4212, 1.1572, -1.6757], [1.1406, 0.5410, 3.0363], [-1.4343, 1.8834, 0.1607], [-0.7675, 3.3425, -1.4302], [-0.3304, -3.7806, 0.1598], [-1.4861, -3.3869, -1.7815], [0.8116, -1.7719, 1.5158], [-1.6328, -1.0944, -2.6950], [2.0967, 0.1292, 0.8505], [1.2772, 1.5709, 0.0377], [0.0568, 1.3491, -2.5736], [2.1151, -0.0294, 3.1474], [-0.8934, 3.9001, -0.6594], [0.8328, 1.0096, 3.8734]], "lowdin_charge": [-0.103, -0.111, -0.021, -0.008, -0.177, -0.223, -0.659, -0.137, -0.097, 0.118, 0.001, 0.129, 0.118, 0.098, 0.132, 0.104, 0.113, 0.088, 0.093, 0.181, 0.165, 0.119, 0.078]}

# 3
{"formula": "C4H10N2O", "method": "ωB97M-V/def2-TZVPD", "smiles": "NCCCC(N)=O", "homo_lumo_gap_ev": 10.023, "e_above_lowest_ev": 0.396, "species": ["C", "C", "C", "C", "N", "O", "N", "H", "H", "H", "H", "H", "H", "H", "H", "H", "H"], "xyz": [[1.5718, 0.0967, -0.1057], [0.4187, 0.3254, -1.0799], [-0.8835, -0.3613, -0.6546], [-1.2633, 0.0045, 0.7637], [-2.0028, 1.1434, 0.9050], [-0.8610, -0.6149, 1.7306], [1.7694, -1.3296, 0.1375], [1.3894, 0.6681, 0.8123], [2.4826, 0.5050, -0.5498], [0.2557, 1.3986, -1.2076], [0.7152, -0.0633, -2.0578], [-1.6879, -0.0778, -1.3394], [-0.7835, -1.4452, -0.6981], [-2.3393, 1.3602, 1.8299], [-2.5061, 1.5254, 0.1213], [2.6601, -1.4868, 0.5933], [1.0644, -1.6484, 0.7994]], "lowdin_charge": [-0.300, -0.198, -0.132, -0.556, 0.163, 0.041, 0.002, 0.105, 0.108, 0.108, 0.110, 0.110, 0.116, 0.108, 0.098, 0.064, 0.052]}

# 4
{"formula": "C28H29BrGeN3O4Pt", "method": "ωB97M-V/def2-TZVPD", "homo_lumo_gap_ev": 6.188, "charge": -1, "e_above_lowest_ev": 0.468, "species": ["Pt", "C", "O", "C", "C", "C", "C", "C", "C", "O", "C", "O", "C", "H", "H", "H", "H", "H", "H", "H", "H", "H", "Br", "C", "C", "C", "C", "C", "C", "N", "N", "C", "C", "C", "C", "O", "C", "N", "C", "C", "C", "C", "H", "H", "H", "H", "H", "H", "H", "H", "H", "C", "Ge", "C", "C", "C", "H", "H", "H", "H", "H", "H", "H", "H", "H", "H", "H"], "xyz": [[-0.1606, 0.9587, -1.3252], [0.3813, 7.7539, -1.4242], [1.7157, 7.2952, -1.4284], [1.9103, 5.9486, -1.5657], [3.2487, 5.5326, -1.5932], [3.5005, 4.1957, -1.7628], [2.4992, 3.2214, -1.9203], [2.9243, 1.8396, -2.2076], [4.3612, 1.4382, -1.8993], [2.1875, 0.9991, -2.6936], [1.1345, 3.6381, -1.8122], [0.0660, 2.9060, -1.8233], [0.8917, 5.0323, -1.6590], [0.4321, 8.8369, -1.3371], [-0.1782, 7.3475, -0.5774], [-0.1340, 7.4861, -2.3503], [4.0407, 6.2612, -1.4953], [4.5354, 3.8833, -1.8160], [5.0229, 1.7685, -2.7030], [4.3960, 0.3524, -1.8486], [4.7225, 1.8649, -0.9641], [-0.1478, 5.3190, -1.6076], [-0.1861, -4.8775, 4.7317], [-1.2345, -5.0298, 3.1543], [-1.3020, -6.2423, 2.4895], [-2.0477, -6.3360, 1.3289], [-2.7078, -5.2244, 0.7926], [-2.6678, -4.0263, 1.5187], [-1.9358, -3.9300, 2.6887], [-3.4023, -5.4481, -0.4041], [-3.8702, -4.5260, -1.1477], [-3.2916, -3.3059, -1.3858], [-4.1670, -2.3899, -2.0049], [-3.8419, -1.0970, -2.3186], [-2.5431, -0.5934, -2.0414], [-2.1433, 0.5498, -2.3773], [-1.6239, -1.5246, -1.3716], [-0.4117, -0.9954, -1.0462], [0.5688, -1.7987, -0.6695], [0.3790, -3.1790, -0.5752], [-0.8641, -3.7144, -0.7851], [-1.9386, -2.8751, -1.1529], [-0.7762, -7.1045, 2.8769], [-2.1246, -7.2750, 0.7954], [-3.2253, -3.1675, 1.1705], [-1.8994, -2.9955, 3.2282], [-5.1610, -2.7676, -2.2138], [-4.5505, -0.4347, -2.7964], [1.5145, -1.3256, -0.4502], [1.2150, -3.8126, -0.3121], [-1.0071, -4.7820, -0.7113], [1.6068, -1.1643, 2.4224], [0.4707, 0.3976, 2.0280], [-1.4090, -0.1351, 2.1631], [0.8118, 1.6491, 3.5109], [0.9116, 1.3444, 0.3820], [1.6348, -1.3291, 3.5007], [2.6285, -0.9899, 2.0792], [1.2345, -2.0751, 1.9557], [-1.6406, -0.4527, 3.1810], [-1.6375, -0.9543, 1.4811], [-2.0510, 0.7077, 1.9044], [0.6691, 1.1618, 4.4771], [0.1353, 2.5028, 3.4500], [1.8348, 2.0252, 3.4601], [1.9931, 1.2626, 0.2149], [0.7038, 2.3989, 0.5927]], "lowdin_charge": [1.099, -0.101, -0.090, -0.291, -0.035, -0.053, -0.113, -0.439, -0.034, 0.001, -0.346, -0.238, 0.044, 0.085, 0.093, 0.093, 0.104, 0.098, 0.082, 0.076, 0.075, 0.108, 0.691, -0.702, -0.139, -0.044, -0.322, -0.035, -0.125, 0.022, 0.046, -0.267, -0.029, -0.017, -0.369, -0.100, -0.129, -0.082, -0.130, -0.028, -0.002, -0.101, 0.095, 0.108, 0.116, 0.088, 0.108, 0.107, 0.107, 0.113, 0.109, -0.222, 0.737, -0.217, -0.236, -0.428, 0.011, 0.016, -0.009, 0.010, -0.009, 0.021, 0.008, 0.012, 0.012, -0.008, -0.003]}

# 5
{"formula": "C10H17N4", "method": "ωB97M-V/def2-TZVPD", "smiles": "C=C(C)c1[nH]nc(N)c1C[NH2+]C1CC1", "homo_lumo_gap_ev": 9.755, "charge": 1, "e_above_lowest_ev": 1.602, "species": ["C", "C", "C", "C", "C", "C", "C", "C", "C", "C", "N", "N", "N", "N", "H", "H", "H", "H", "H", "H", "H", "H", "H", "H", "H", "H", "H", "H", "H", "H", "H"], "xyz": [[0.3420, -0.2768, -0.9899], [-0.2275, -1.3492, -1.6527], [0.2633, 0.8452, -1.8469], [0.7391, -0.1581, 0.4348], [1.1285, 2.4201, 2.5749], [-0.3217, 2.7588, 2.6397], [0.0883, 1.3739, 2.3037], [-0.6659, -2.6010, -1.0219], [-1.9654, -2.8674, -1.1588], [0.4310, -3.5556, -0.6255], [-0.3555, 0.5055, -2.9482], [-0.6089, -0.8482, -2.8651], [0.6769, 2.1053, -1.4637], [-0.2173, 0.9849, 0.9358], [0.7030, -0.9754, 1.2123], [1.7697, 0.2529, 0.7172], [1.5786, 2.7888, 1.7064], [1.6508, 2.5328, 3.5000], [-0.9561, 2.9464, 3.5850], [-0.8378, 3.3158, 1.9093], [0.1596, 0.6707, 3.0724], [-1.2425, 0.7880, 0.9711], [-2.5590, -2.2056, -1.6138], [-2.2803, -3.6856, -0.6797], [1.0118, -3.0469, 0.1421], [0.9403, -3.7194, -1.4809], [-0.0719, -4.3833, -0.3024], [-0.7761, -1.4087, -3.6946], [1.6495, 2.2401, -1.7354], [0.0541, 2.6898, -2.0192], [-0.1009, 1.8621, 0.3939]], "lowdin_charge": [-0.144, -0.180, -0.400, -0.015, -0.054, -0.097, -0.294, -0.268, 0.127, 0.006, 0.118, 0.074, 0.109, 0.072, 0.146, 0.157, 0.093, 0.119, 0.152, 0.093, 0.141, 0.212, 0.039, 0.042, 0.085, 0.063, 0.061, 0.176, 0.122, 0.114, 0.130]}

# 6
{"formula": "C7H16N2O", "method": "ωB97M-V/def2-TZVPD", "smiles": "[H]/N=C(\\C)C(C)C.CC(N)=O", "homo_lumo_gap_ev": 9.135, "e_above_lowest_ev": 2.403, "species": ["C", "C", "C", "C", "C", "O", "H", "H", "H", "H", "H", "H", "H", "H", "H", "H", "C", "C", "N", "N", "H", "H", "H", "H", "H", "H"], "xyz": [[-1.5685, 0.2687, -0.0646], [2.2049, 1.1133, -0.8470], [-1.1358, 0.9094, -1.3808], [-2.1453, 1.3072, 0.8882], [2.2267, -0.3420, -0.4598], [2.2350, -1.2978, -1.1999], [-2.3842, -0.4181, -0.3116], [1.9505, 1.1936, -1.8999], [1.4515, 1.6328, -0.2571], [3.1783, 1.5576, -0.6387], [-2.0062, 1.3199, -1.8975], [-0.5369, 1.8008, -1.2009], [-0.6934, 0.1903, -2.0685], [-2.9738, 1.8501, 0.4309], [-1.3558, 1.9862, 1.2037], [-2.5826, 0.8401, 1.7704], [-0.5785, -2.1373, -0.0591], [-0.4935, -0.8179, 0.6651], [2.2173, -0.5360, 0.9321], [-0.4709, -0.7397, 1.9309], [2.3444, 0.2556, 1.5436], [2.5635, -1.4241, 1.2744], [0.3441, -1.0911, 2.4244], [-1.4683, -2.6855, 0.2467], [0.3174, -2.7355, 0.1116], [-0.6401, -2.0006, -1.1366]], "lowdin_charge": [-0.352, -0.012, -0.094, -0.105, -0.575, 0.053, 0.118, 0.086, 0.070, 0.088, 0.076, 0.059, 0.074, 0.075, 0.072, 0.066, -0.062, -0.347, 0.118, 0.108, 0.100, 0.111, 0.043, 0.088, 0.072, 0.069]}